<i>
# CH10O3S

A 4-piece molecular cluster, CH10O3S overall (ωB97M-V with the def2-TZVPD basis set, OMol25).

Values from the calculation:
LUMO level, eV: 0.3
Orbital gap, Ha: 0.35926
HOMO level, eV: -9.5
SMILES string: CS.O.O.O

Geometry as ORCA input:
```
! wB97M-V def2-TZVPD RIJCOSX def2/J DEFGRID3
* xyz 0 1
H -1.983 0.016 -0.728
H 0.403 0.402 0.729
O 1.311 -2.679 -1.105
O -1.901 0.234 -1.647
H 1.361 0.622 2.097
H 0.493 0.706 -1.843
H 1.450 -2.936 -0.209
H -2.175 1.103 -1.935
H -0.255 -1.185 2.750
H 0.385 1.969 -1.088
O 0.892 1.563 -1.792
H 0.134 1.862 1.572
C 0.353 0.813 1.743
S -0.900 -0.036 2.721
H 0.431 -2.455 -1.264
*
```

---

<ii>
# CH10O3S

A 4-piece molecular cluster, CH10O3S overall (ωB97M-V with the def2-TZVPD basis set, OMol25).

Values from the calculation:
LUMO level, eV: 0.3
Orbital gap, Ha: 0.34120
HOMO level, eV: -9.0
SMILES string: CS.O.O.O

Geometry as ORCA input:
```
! wB97M-V def2-TZVPD RIJCOSX def2/J DEFGRID3
* xyz 0 1
O 0.244 1.003 2.920
H -1.484 0.166 -3.044
H 3.480 -0.931 -0.923
O -1.889 -0.278 0.721
H 2.845 -0.308 0.551
O -2.271 0.598 -3.436
H 0.135 -0.491 -0.160
H -0.076 1.590 3.616
H -0.369 0.261 2.948
H -1.711 0.615 0.390
H -2.858 -0.315 0.666
H 2.550 -2.006 0.097
H -2.311 1.443 -2.973
S 1.105 -0.362 -1.102
C 2.612 -0.986 -0.270
*
```

---

Stability order, top to bottom: <ii>, <i>

---

<i>
# C2H7NO3

A 2-piece molecular cluster, C2H7NO3 overall (ωB97M-V with the def2-TZVPD basis set, OMol25).

Values from the calculation:
LUMO level, eV: 0.6
Orbital gap, Ha: 0.40272
HOMO level, eV: -10.4
SMILES string: O=CO.NCO

Geometry as ORCA input:
```
! wB97M-V def2-TZVPD RIJCOSX def2/J DEFGRID3
* xyz 0 1
C -1.962 0.511 -0.522
H 1.160 0.048 0.467
N -1.658 -0.521 -1.507
O -0.845 0.823 0.322
H -1.101 0.611 1.228
C 2.976 -0.339 0.942
H -2.197 1.397 -1.098
H 3.736 -0.012 1.663
H -0.668 -0.403 -1.734
H -2.810 0.184 0.077
H -1.656 -1.433 -1.054
O 1.883 0.400 1.018
O 3.142 -1.267 0.198
*
```

---

<ii>
# C2H7NO3

A 2-piece molecular cluster, C2H7NO3 overall (ωB97M-V with the def2-TZVPD basis set, OMol25).

Values from the calculation:
LUMO level, eV: 0.3
Orbital gap, Ha: 0.38484
HOMO level, eV: -10.2
SMILES string: NCC(=O)O.O

Geometry as ORCA input:
```
! wB97M-V def2-TZVPD RIJCOSX def2/J DEFGRID3
* xyz 0 1
O 0.974 0.184 1.536
O 1.657 -0.760 -3.080
H 0.818 -0.251 -3.010
C -0.132 -0.559 1.253
H 0.152 1.574 0.133
H 1.781 -1.157 -2.188
N -0.874 1.569 0.141
C -1.047 0.095 0.217
H -0.839 -0.409 -0.747
H -1.153 1.718 1.117
H -2.100 -0.115 0.486
H 1.210 -0.269 2.392
O -0.447 -1.620 1.751
*
```

---

<iii>
# C2H7NO3

A 2-piece molecular cluster, C2H7NO3 overall (ωB97M-V with the def2-TZVPD basis set, OMol25).

Values from the calculation:
LUMO level, eV: 0.7
Orbital gap, Ha: 0.40323
HOMO level, eV: -10.2
SMILES string: CNC(=O)O.O

Geometry as ORCA input:
```
! wB97M-V def2-TZVPD RIJCOSX def2/J DEFGRID3
* xyz 0 1
H 1.131 1.440 3.888
N 0.327 -0.360 -1.363
H -0.836 -0.040 1.367
C -0.831 -0.930 -2.077
O -0.753 -0.537 0.573
O 0.555 1.674 3.126
H 1.200 1.379 2.429
H 0.955 0.262 -1.855
H -1.651 -0.914 -1.331
C 0.402 -0.065 -0.030
H -0.615 -1.909 -2.341
H -1.256 -0.380 -2.934
O 1.373 0.380 0.549
*
```

---

Stability order, top to bottom: <iii>, <i>, <ii>